C15H22AuN7O2S as an isolated structure, computed with wB97M-V/def2-TZVPD.

The geometry in XYZ format:
```
48
Properties=species:S:1:pos:R:3:forces:R:3:nbo_charge:R:1
Au -2.0959 -0.0002 0.3882 -1.0 -0.3 -0.3 1.351
N -3.5268 -2.8949 3.2323 0.0 0.1 0.0 -0.735
C -3.1788 -1.8364 2.5085 -0.1 -0.2 0.0 0.317
S -2.6328 -2.1676 0.8620 0.0 -0.3 0.0 -0.124
N -3.2687 -0.6429 3.0290 0.1 0.1 -0.2 -0.367
N -2.8767 0.3246 2.1681 0.1 0.3 0.6 -0.224
C -2.9811 1.5668 2.4921 0.0 0.0 0.0 0.095
C -2.5672 2.5683 1.5151 0.0 -0.2 0.0 0.133
C -2.6677 3.9288 1.7026 0.0 0.0 0.0 -0.179
C -2.2789 4.7716 0.6643 0.0 0.0 0.0 -0.103
C -1.8066 4.2307 -0.5183 0.0 0.0 0.0 -0.213
C -1.7194 2.8518 -0.6460 0.0 0.0 0.1 0.100
N -2.0929 2.0566 0.3527 0.3 0.4 -0.2 -0.502
H -3.4748 -3.8287 2.8652 0.0 0.0 0.0 0.425
H -3.8760 -2.7602 4.1683 0.0 0.0 0.0 0.437
H -3.3908 1.8192 3.4623 0.0 0.0 0.0 0.259
H -3.0459 4.3217 2.6362 0.0 0.0 0.0 0.259
H -2.3516 5.8440 0.7840 0.0 0.0 0.0 0.259
H -1.5060 4.8597 -1.3437 0.0 0.0 0.0 0.262
H -1.3589 2.3651 -1.5423 0.0 0.0 0.0 0.256
N 0.3319 -0.6664 0.4414 0.5 0.1 -0.1 -0.616
C 1.4026 -0.2203 0.3346 0.0 -0.1 0.0 0.553
N 2.5931 0.2929 0.2089 0.1 0.1 0.0 -0.463
C 3.5748 0.1922 1.3150 -0.1 0.0 -0.1 -0.199
C 4.5463 -0.9457 1.0456 0.0 0.0 0.0 -0.417
C 5.2072 -0.7821 -0.3238 0.0 0.0 0.0 -0.404
C 4.1615 -0.6559 -1.4330 0.0 0.0 0.0 -0.415
C 3.1882 0.4742 -1.1348 0.0 0.0 0.1 -0.199
H 3.0312 0.0690 2.2495 0.0 0.0 0.0 0.223
H 4.1003 1.1486 1.3472 0.0 0.0 0.0 0.212
H 4.0037 -1.8950 1.0860 0.0 0.0 0.0 0.205
H 5.2975 -0.9661 1.8359 0.0 0.0 0.0 0.239
H 5.8590 -1.6317 -0.5247 0.0 0.0 0.0 0.234
H 5.8428 0.1087 -0.3193 0.0 0.0 0.0 0.210
H 3.6045 -1.5937 -1.5248 0.0 0.0 0.0 0.198
H 4.6415 -0.4649 -2.3939 0.0 0.0 0.0 0.236
H 2.3821 0.5393 -1.8639 0.0 0.0 0.0 0.216
H 3.7094 1.4334 -1.1150 0.0 0.0 0.0 0.213
N -1.3885 -3.0822 -3.4788 -0.1 0.2 0.1 -0.695
C -1.7009 -2.3720 -2.1982 0.0 -0.1 0.1 -0.365
C -1.3972 -0.8953 -2.4759 0.2 0.3 -0.2 0.791
O -0.9236 -0.6395 -3.5716 -0.1 0.0 0.0 -0.605
O -1.6495 0.0033 -1.5937 0.1 -0.2 -0.1 -0.745
H -2.2139 -3.4681 -3.9344 0.0 0.0 0.0 0.447
H -0.6948 -3.8199 -3.3787 0.0 0.0 0.0 0.445
H -1.0103 -2.2798 -4.0540 0.1 0.0 -0.1 0.477
H -1.0582 -2.7445 -1.4025 0.0 0.0 0.0 0.264
H -2.7431 -2.5167 -1.9239 0.0 -0.1 0.0 0.257
```
Forces are in eV/Å.

Computed properties:
gap between HOMO and LUMO = 7.028 eV
lowest unoccupied orbital energy = -7.2 eV
strongest force on any atom = 1.050 eV Å⁻¹
relative energy (zero: lowest compared OMol25 entry of this formula, charge and spin) = 46.4 kJ/mol
total charge = +2


C15H22BCl5MnN4O as an isolated structure, computed with wB97M-V/def2-TZVPD.

The geometry in XYZ format:
```
49
Properties=species:S:1:pos:R:3:forces:R:3:mulliken_spin:R:1
Mn 0.3112 1.0329 1.0985 1.6 0.1 0.6 4.441
N -6.9625 -3.5098 -3.0365 1.0 0.0 -1.5 0.000
C 1.3961 1.0851 -0.6753 -2.1 0.1 0.4 -0.306
C 2.4441 0.0072 -0.6990 1.3 0.1 -1.0 0.040
C 3.7106 0.2749 0.1890 1.6 -0.9 -1.3 -0.030
N 3.6254 -0.3230 1.4902 -1.3 0.1 1.3 0.013
C 4.0985 1.7654 0.3666 -0.5 0.4 -0.2 -0.005
C 2.7842 2.6246 0.5208 1.8 0.6 0.1 -0.015
N 2.0616 2.0890 1.6519 -0.3 -0.8 2.0 -0.024
C 1.8949 2.5347 -0.6747 -0.3 -1.0 -1.2 0.039
H -6.3390 -3.2672 -3.8565 -0.9 -0.1 1.5 0.000
H -7.1657 -2.6762 -2.4998 0.1 0.1 -0.2 0.000
H -7.8189 -3.8230 -3.4772 -0.2 0.0 0.2 0.000
H 0.5807 0.8752 -1.3801 0.5 0.2 -0.2 -0.044
H 2.8351 -0.0103 -1.7904 -0.5 -0.3 1.5 -0.024
H 2.0264 -1.0011 -0.4660 0.3 0.7 -0.3 -0.026
H 4.5681 -0.2250 -0.3529 -0.7 0.6 0.2 0.001
H 4.4674 -0.4083 2.0184 0.7 0.2 0.0 0.000
H 3.1102 -1.1765 1.6138 -0.2 -0.2 -0.4 0.006
H 4.6826 2.0937 -0.5186 -0.4 0.0 0.5 0.000
H 4.7534 1.8922 1.2899 -0.8 -0.2 -1.2 0.000
H 3.0707 3.6436 0.7412 0.2 0.4 -0.1 0.003
H 1.8744 2.7820 2.4023 0.2 -0.8 -0.6 0.005
H 2.6200 1.2758 2.0449 -0.7 0.9 0.0 -0.013
H 2.5104 2.6158 -1.5602 0.2 0.5 -0.6 -0.007
H 1.0544 3.2645 -0.7657 0.8 -0.5 0.4 -0.010
Cl -1.2501 3.3880 0.8739 -0.3 0.2 0.2 0.022
C -2.2041 1.9931 0.4492 0.0 -1.6 -0.4 -0.074
C -1.5250 0.7805 0.4249 -0.4 -0.1 -0.3 0.002
C -2.1478 -0.4089 0.0007 0.8 2.1 -0.1 -0.081
Cl -1.1467 -1.8098 -0.0743 -0.2 -0.3 0.0 0.009
C -3.4165 -0.3233 -0.5166 -1.3 0.8 0.4 -0.021
Cl -4.1463 -1.7445 -1.1059 -0.5 -0.3 -0.4 -0.002
C -4.1675 0.9112 -0.4281 1.8 -0.4 0.7 0.036
Cl -5.7981 0.9923 -0.8549 -0.6 -0.2 -0.3 0.005
C -3.5456 2.0628 0.0953 -0.2 -0.3 -0.2 -0.026
Cl -4.4012 3.5297 0.3632 -0.1 0.0 -0.2 -0.002
C -0.3783 -3.3990 -4.0555 -0.9 0.9 -1.1 0.161
C 0.6275 -4.1144 -3.2768 -2.6 0.4 2.4 0.661
O 1.6739 -4.5962 -3.3041 2.4 -0.6 -1.2 0.175
H -1.2750 -3.1015 -3.4604 0.9 -0.3 -0.1 0.004
H -0.7560 -4.1185 -4.8057 0.2 0.4 0.0 -0.022
H 0.0158 -2.4655 -4.5326 -0.1 -0.8 0.1 0.019
B 0.2341 -0.3079 5.5989 -0.4 -0.2 0.6 0.004
C 0.3341 0.0552 4.0911 -0.7 -0.6 1.2 0.060
N 0.3930 0.3399 2.9808 -0.1 0.2 -1.2 0.018
H 1.3924 -0.5157 5.8619 0.1 -0.1 0.3 0.003
H -0.1893 0.6980 6.1568 0.2 -0.2 -0.1 0.003
H -0.5177 -1.2819 5.8435 0.6 0.7 -0.5 0.003
```
Forces are in eV/Å.

Computed properties:
gap between HOMO and LUMO (spin up / spin down) = 6.177 / 9.000 eV
expectation value of S² = 8.985
lowest unoccupied orbital energy (spin up / spin down) = -0.8 / -0.3 eV
strongest force on any atom = 3.537 eV Å⁻¹
2S+1 = 6
relative energy (zero: lowest compared OMol25 entry of this formula, charge and spin) = 52.6 kJ/mol


C15H22BF10N3NiO8S as an isolated structure, computed with wB97M-V/def2-TZVPD.

The geometry in XYZ format:
```
61
Properties=species:S:1:pos:R:3:forces:R:3:mulliken_spin:R:1
C 6.6022 -0.4692 -1.4493 0.9 -0.2 -0.1 0.003
C 5.4390 -0.2119 -1.6691 -1.4 0.6 0.2 -0.007
C 3.9431 0.2567 -1.8695 2.6 -0.9 -0.2 0.000
O 3.2182 -0.2828 -0.7613 -1.4 0.3 -1.1 0.000
C 1.9019 0.3119 -0.6541 0.0 1.9 0.8 0.001
O 1.5221 0.8326 -1.9202 0.0 -0.8 0.1 0.000
C 2.1054 1.5708 0.3167 -0.1 0.3 0.1 0.000
C 1.2381 2.8430 -0.0390 0.8 0.9 1.1 0.000
C 0.8932 3.6597 1.2850 -0.1 -0.2 -0.4 0.000
O 2.0894 3.7182 -0.8342 -1.0 -0.5 -0.4 0.000
C 0.8365 -0.7589 -0.0424 2.6 -0.2 0.0 0.000
O -0.0837 0.0808 0.6620 -1.3 -0.6 -0.8 0.010
C -1.4160 -0.2699 0.8251 -2.2 1.8 -0.3 -0.007
C -2.2719 1.1001 0.6976 -0.3 0.1 0.2 -0.028
C -3.4770 1.0315 -0.3173 0.1 0.1 -1.1 0.023
N -3.1963 0.3655 -1.6001 0.2 0.8 0.9 0.056
N -3.8156 2.4671 -0.6602 -1.2 -1.0 2.1 0.543
N -4.7143 0.4792 0.1933 2.0 0.2 0.5 0.422
S -1.7035 -0.7790 2.6164 4.2 -0.1 4.3 -0.001
O -0.9238 -1.9416 3.0226 -1.6 0.3 -2.1 0.000
O -1.3683 0.3160 3.5433 -1.8 -0.4 -2.5 0.000
C -3.5048 -1.2234 2.9286 -1.7 -1.9 2.3 0.002
F -3.4674 -2.1545 3.9468 0.1 1.8 -2.0 0.000
F -4.2402 -0.1678 3.4413 1.0 -1.4 -1.9 0.000
F -4.1178 -1.8560 1.8640 0.7 1.6 1.1 0.001
B 1.7738 -1.5222 1.0904 1.0 -1.0 1.9 0.000
O 1.8240 -0.9802 2.4052 0.1 0.3 -2.3 0.000
O 2.5710 -2.6471 0.8327 -1.5 0.7 -0.4 0.000
C 0.3338 -1.6846 -1.1938 0.1 -0.3 -1.8 -0.001
F -0.6388 -1.0495 -2.0237 1.0 -0.4 1.5 0.001
F 1.3658 -1.9957 -2.0923 -1.4 0.8 1.8 0.000
C -0.2789 -3.0965 -0.8280 0.0 -2.3 -0.7 0.000
F 0.7233 -4.0723 -0.8783 -1.4 1.9 0.3 0.000
F -0.8874 -3.2226 0.4027 0.9 0.9 -1.3 0.000
C -1.3596 -3.6221 -1.9033 -0.2 -2.4 0.3 0.000
F -0.8892 -3.6030 -3.1846 -1.1 0.7 2.0 0.000
F -1.5295 -4.9711 -1.5890 0.1 2.2 -0.5 0.000
F -2.5985 -3.0491 -1.7393 2.0 -0.3 -0.7 0.000
H 7.6971 -0.3532 -1.3116 -1.1 0.3 -0.1 0.004
H 3.6370 -0.1705 -2.8701 0.0 0.7 1.2 0.000
H 3.9975 1.3884 -1.8781 -0.3 -1.2 0.0 0.000
H 0.5814 1.0709 -1.9646 0.5 -0.3 0.3 0.000
H 1.9634 1.3467 1.4058 0.1 -0.2 -1.1 0.000
H 3.1904 1.8857 0.2008 -1.4 -0.3 0.0 0.000
H 0.2683 2.6363 -0.5744 1.0 -0.1 0.4 -0.001
H 0.7534 2.9576 2.1521 -0.1 0.8 -0.8 0.000
H 1.7240 4.3861 1.5138 -0.8 -0.9 -0.3 0.000
H -0.0386 4.2734 1.1092 0.9 -0.6 0.3 0.000
H 1.6523 3.9458 -1.6736 0.3 -0.1 0.5 0.000
H -1.9070 -0.9946 0.1248 0.9 0.2 0.6 -0.004
H -2.7026 1.4193 1.7025 0.6 -0.4 -1.0 0.012
H -1.6088 1.9623 0.3775 -0.5 -1.2 0.3 0.021
H -2.3660 0.8248 -1.9896 -0.2 -0.5 0.0 -0.003
H -3.9684 0.5735 -2.2460 0.3 -0.3 0.2 -0.001
H -3.7511 3.0660 0.1845 0.1 0.2 -0.8 -0.014
H -4.7539 2.5346 -1.0813 0.4 0.2 -0.1 -0.025
H -4.8543 0.6380 1.1966 -0.3 0.1 -0.4 -0.009
H -4.8773 -0.4955 -0.0884 -0.4 0.5 -0.3 0.003
H 2.7451 -0.7191 2.6002 -0.5 -0.6 0.3 0.000
H 2.2912 -3.4200 1.3606 0.5 0.5 -0.1 0.000
Ni 8.5842 -2.1387 -1.1375 -0.7 0.2 -0.1 1.000
```
Forces are in eV/Å.

Computed properties:
gap between HOMO and LUMO (spin up / spin down) = 6.571 / 4.300 eV
expectation value of S² = 2.013
lowest unoccupied orbital energy (spin up / spin down) = -7.9 / -10.2 eV
strongest force on any atom = 6.008 eV Å⁻¹
2S+1 = 3
total charge = +2


A 3-piece molecular cluster, C15H22BF7N3O3 overall, computed with wB97M-V/def2-TZVPD.

The geometry in XYZ format:
```
51
Properties=species:S:1:pos:R:3:forces:R:3:nbo_charge:R:1
C -1.5811 2.7618 2.4504 0.1 0.0 -0.4 -0.595
C -0.2207 2.1767 1.9813 0.4 -0.1 -0.4 -0.807
B -0.3972 1.6820 0.4865 0.1 0.0 -0.2 1.126
O -0.4853 2.6644 -0.5025 -0.4 0.1 0.8 -0.944
C -0.4529 0.1252 0.0740 0.0 1.2 -0.5 -0.553
N 0.8421 -0.4551 0.4960 -1.1 -0.3 0.5 -0.650
C 0.9460 -1.8422 0.4457 1.0 0.9 0.3 0.763
F 0.9962 -2.3846 -0.8096 -0.3 -0.3 0.2 -0.333
F 2.1707 -2.1582 1.0001 -0.1 -0.1 -0.2 -0.345
C -0.1273 -2.6208 1.2856 0.8 -0.7 -0.1 0.550
F -0.6372 -1.8943 2.2895 -0.3 0.2 -0.4 -0.295
F 0.5313 -3.6496 1.8968 -0.2 -0.1 -0.2 -0.320
C -1.2445 -3.3223 0.4563 -0.9 -0.2 1.2 0.925
F -0.7813 -4.3877 -0.1953 0.1 0.4 -0.4 -0.304
F -2.1317 -3.8188 1.3651 0.1 0.1 0.0 -0.337
F -1.9223 -2.5122 -0.3237 0.4 -0.1 -0.4 -0.270
C -0.6876 0.1182 -1.4624 -0.7 -0.5 -0.8 0.745
O 0.3382 0.1984 -2.1686 0.6 0.1 0.2 -0.795
O -1.8736 0.0418 -1.8816 1.9 2.8 3.5 -0.724
H -2.4070 2.3755 1.8336 0.0 -0.1 0.3 0.194
H -1.7938 2.5311 3.4961 0.0 0.1 -0.1 0.216
H -1.5990 3.8451 2.2884 0.0 -0.1 0.2 0.200
H 0.5372 2.9750 1.9552 -0.1 -0.1 0.2 0.211
H 0.1624 1.3671 2.6093 -0.3 0.2 0.1 0.231
H -1.4064 2.8684 -0.6932 0.1 -0.1 -0.5 0.508
H -1.3269 -0.2753 0.5987 0.3 -0.3 0.0 0.233
H 1.5879 -0.0093 -0.0259 0.0 -0.3 -0.3 0.409
C -3.0205 -1.1531 -7.0162 0.0 0.1 -0.1 -0.611
C -1.7284 -1.8802 -6.6626 -0.1 0.0 -0.2 -0.378
C -1.8491 -2.7191 -5.3879 0.3 0.4 0.1 -0.489
C -2.1857 -1.8609 -4.2409 0.3 -0.3 0.0 0.191
N -2.4511 -1.1779 -3.3480 -2.2 -2.5 -2.8 -0.231
H -3.3019 -0.4433 -6.2377 0.0 -0.1 0.1 0.229
H -2.9004 -0.5902 -7.9444 0.0 0.0 0.0 0.200
H -3.8436 -1.8590 -7.1523 0.0 0.0 0.0 0.192
H -0.9278 -1.1477 -6.5442 0.0 -0.1 0.1 0.214
H -1.4465 -2.5332 -7.4942 0.0 0.0 0.1 0.187
H -0.9049 -3.2306 -5.1876 -0.1 0.0 0.0 0.236
H -2.6274 -3.4774 -5.5031 0.0 0.0 0.0 0.218
C 3.9094 1.1995 3.6088 0.0 0.0 0.0 -0.615
C 3.7832 2.6566 4.0405 0.1 -0.2 -0.2 -0.380
C 3.1745 2.8147 5.4395 -0.1 0.0 -0.4 -0.506
C 1.8247 2.2429 5.4732 0.5 0.3 0.2 0.286
N 0.7776 1.7846 5.4961 -0.5 -0.2 0.0 -0.327
H 2.9342 0.7152 3.5418 0.0 0.0 0.0 0.232
H 4.3716 1.1334 2.6241 0.0 0.0 0.0 0.221
H 4.5263 0.6342 4.3114 0.0 0.0 0.0 0.195
H 3.1715 3.1917 3.3117 0.0 0.1 0.1 0.216
H 4.7722 3.1204 4.0319 0.0 0.1 0.1 0.200
H 3.1155 3.8698 5.7088 0.0 0.0 0.1 0.242
H 3.7902 2.3094 6.1854 0.0 0.0 0.0 0.236
```
Forces are in eV/Å.

Computed properties:
gap between HOMO and LUMO = 6.122 eV
lowest unoccupied orbital energy = 2.5 eV
strongest force on any atom = 4.902 eV Å⁻¹
relative energy (zero: lowest compared OMol25 entry of this formula, charge and spin) = 0.0 kJ/mol
total charge = -1


One molecule with the formula C15H22BrN3O, computed with wB97M-V/def2-TZVPD.

The geometry in XYZ format:
```
42
Properties=species:S:1:pos:R:3:forces:R:3:nbo_charge:R:1
C 8.9408 -0.2842 0.1187 -0.1 0.1 0.2 -0.611
C 7.9989 0.7010 0.7969 -0.1 0.0 -0.3 -0.397
C 6.6918 0.8513 0.0129 0.2 0.0 0.3 -0.214
N 5.9927 -0.4193 -0.0740 0.1 0.0 -0.1 -0.459
C 5.2629 -0.6451 -1.3010 -0.1 0.2 -0.2 -0.206
C 3.9464 0.1425 -1.3858 0.1 -0.4 0.1 -0.426
C 3.0663 -0.2256 -0.1916 0.1 0.1 0.0 -0.060
N 1.8179 0.5108 -0.2173 0.3 0.2 0.0 -0.627
C 0.6084 -0.1096 -0.1482 -0.1 0.5 0.0 0.795
O 0.4856 -1.3131 -0.1102 -0.1 -0.5 0.0 -0.651
N -0.4464 0.7874 -0.1390 0.2 0.4 0.0 -0.636
C -1.8093 0.5158 -0.0841 -0.4 -0.2 0.0 0.246
C -2.3225 -0.7780 -0.0096 0.2 -0.1 0.0 -0.270
C -3.6875 -0.9813 0.0463 -0.2 0.2 0.0 -0.203
C -4.5456 0.1043 0.0283 -0.3 -0.1 0.0 -0.104
Br -6.4296 -0.1783 0.1065 0.2 0.0 0.0 0.038
C -4.0561 1.3968 -0.0456 -0.1 -0.1 0.0 -0.221
C -2.6917 1.5974 -0.1014 0.1 -0.1 0.0 -0.268
C 3.8351 0.0258 1.1068 0.1 -0.3 -0.2 -0.428
C 5.1706 -0.7351 1.0747 -0.1 0.1 0.2 -0.216
H 8.4389 -1.2396 -0.0054 0.0 -0.1 0.0 0.220
H 9.2336 0.0820 -0.8627 0.1 0.0 -0.1 0.196
H 9.8384 -0.4305 0.7144 0.1 -0.1 0.0 0.207
H 8.4742 1.6812 0.8753 0.0 0.0 0.1 0.199
H 7.7812 0.3550 1.8084 0.0 0.1 0.1 0.193
H 6.9351 1.1775 -1.0011 0.0 0.0 0.0 0.194
H 6.0819 1.6408 0.4796 0.0 0.0 -0.1 0.168
H 5.9079 -0.3937 -2.1456 0.0 -0.1 0.0 0.202
H 5.0361 -1.7149 -1.3554 0.0 0.0 -0.1 0.193
H 3.4312 -0.0906 -2.3184 -0.1 0.0 0.0 0.219
H 4.1597 1.2148 -1.3686 0.0 0.1 0.0 0.190
H 2.7856 -1.2824 -0.2516 0.1 0.1 0.0 0.235
H 1.8820 1.5159 -0.1975 -0.1 -0.1 0.0 0.382
H -0.2173 1.7698 -0.1906 0.0 -0.2 0.0 0.385
H -1.6465 -1.6159 0.0034 0.0 0.0 0.0 0.264
H -4.0816 -1.9840 0.1044 0.0 -0.1 0.0 0.228
H -4.7327 2.2373 -0.0596 0.0 0.0 0.0 0.229
H -2.3060 2.6058 -0.1593 0.0 0.1 0.0 0.206
H 3.2439 -0.3048 1.9616 -0.1 0.0 0.0 0.221
H 4.0212 1.0978 1.2164 0.0 0.1 0.0 0.189
H 5.7380 -0.5255 1.9826 0.0 -0.1 0.0 0.203
H 4.9627 -1.8093 1.0453 0.0 0.0 0.1 0.196
```
Forces are in eV/Å.

Computed properties:
gap between HOMO and LUMO = 8.725 eV
lowest unoccupied orbital energy = 0.5 eV
strongest force on any atom = 0.504 eV Å⁻¹
SMILES string = CCCN1CCC(NC(=O)Nc2ccc(Br)cc2)CC1


> Which value of strongest force on any atom does entry 5 give?

0.504 eV Å⁻¹


> Which formula does entry 4 have?

C15H22BF7N3O3